Record 1
A molecular structure, C22H36GaN7O3S2, computed with the ωB97M-V functional and the def2-TZVPD basis.

multiplicity: 1
ΔE to the lowest compared entry with this formula, charge and spin: 0.0 kcal per mole
E_tot: -114021.65008 eV
max |F|: 0.5 eV Å⁻¹

```
71
Properties=species:S:1:pos:R:3:lowdin_charge:R:1
Ga -0.65863 -0.26813 0.02069 0.337
N 0.47497 1.22880 -1.22785 0.010
C -0.26696 2.50086 -1.18094 -0.132
C -0.98317 2.62795 0.16261 -0.531
O -1.24766 3.72940 0.62792 0.040
N -1.26600 1.43083 0.70013 -0.030
C -1.82747 1.33989 2.02944 -0.104
C -1.30740 0.07085 2.69838 -0.607
O -1.42900 -0.10585 3.89658 0.050
O -0.75416 -0.80039 1.88345 -0.086
H 1.32601 1.29434 -0.67174 0.026
H 0.76754 1.00059 -2.16947 0.107
H -1.03131 2.49476 -1.95945 0.127
H 0.36230 3.37657 -1.32199 0.122
H -2.92016 1.26732 1.99913 0.136
H -1.57660 2.20852 2.63250 0.131
C 3.93818 -2.96217 1.12905 -0.097
N 3.52286 -2.13346 2.24940 -0.219
C 4.16702 -2.50984 3.50464 -0.058
C 3.03562 -0.86937 2.06222 -0.761
S 3.21566 -0.06075 0.58828 0.676
N 2.39665 -0.32270 3.12134 -0.189
C 2.02460 1.08507 3.12632 -0.068
C 1.65722 -1.13915 4.08861 -0.041
H 3.72350 -4.00593 1.36997 0.091
H 5.01025 -2.85759 0.93600 0.090
H 3.39951 -2.68770 0.23148 0.042
H 5.21511 -2.74900 3.30580 0.091
H 3.69836 -3.39078 3.95032 0.092
H 4.13481 -1.69150 4.21533 0.084
H 2.83478 1.68886 2.73076 0.070
H 1.82055 1.37958 4.15568 0.099
H 1.13240 1.26719 2.52232 0.075
H 1.66242 -2.18083 3.78611 0.084
H 0.62056 -0.80612 4.12140 0.061
H 2.08274 -1.04953 5.09195 0.095
C -6.09552 -4.02629 -1.98128 -0.070
C -4.59919 -4.21172 -2.22365 -0.230
N -3.85317 -2.96249 -2.12995 -0.004
C -3.44962 -2.35922 -1.00185 -0.752
S -2.91367 -0.73308 -1.13135 0.759
N -3.52769 -3.04095 0.13331 0.052
C -3.35639 -2.51273 1.48815 -0.224
C -4.68714 -2.44714 2.22695 -0.060
H -6.60449 -4.99151 -1.99376 0.079
H -6.53406 -3.39450 -2.75510 0.078
H -6.27675 -3.55498 -1.01252 0.072
H -4.42473 -4.60739 -3.22255 0.122
H -4.18582 -4.93910 -1.52483 0.100
H -3.83987 -2.36549 -2.93944 0.118
H -3.87554 -3.98539 0.08288 0.130
H -2.92244 -1.52723 1.40642 0.056
H -2.64468 -3.14267 2.01796 0.118
H -5.38680 -1.79882 1.69560 0.079
H -4.52897 -2.04114 3.22744 0.082
H -5.13452 -3.44028 2.32675 0.075
C 0.33990 -1.78786 -0.86591 -0.177
C -0.15401 -3.15531 -0.56958 -0.286
C -0.10299 -3.67544 0.73143 -0.036
C -0.57033 -4.94420 1.01181 -0.030
C -1.10629 -5.73596 -0.00920 -0.251
C -1.15255 -5.23828 -1.31030 -0.047
C -0.68413 -3.96481 -1.57926 -0.048
C -1.61510 -7.04938 0.28304 -0.196
N -2.03771 -8.09252 0.52569 0.146
H 0.33442 -1.59614 -1.93978 0.063
H 1.35463 -1.65264 -0.49527 0.002
H 0.28247 -3.04559 1.52671 0.109
H -0.53655 -5.33912 2.02009 0.122
H -1.55054 -5.85927 -2.10465 0.118
H -0.72556 -3.58068 -2.59190 0.116
```



Record 2
A molecular structure, C21H23FeN4O6Si, computed with the ωB97M-V functional and the def2-TZVPD basis.

multiplicity: 2
ΔE to the lowest compared entry with this formula, charge and spin: 0.0 kcal per mole
⟨S²⟩: 0.77
E_tot: -82657.83246 eV
max |F|: 0.5 eV Å⁻¹

```
56
Properties=species:S:1:pos:R:3:mulliken_spin:R:1
Fe 0.36214 0.36057 0.09693 1.104
C -0.95519 2.04667 0.00576 -0.047
C 0.37343 2.49761 -0.20868 0.027
C 0.85749 1.84849 -1.37121 -0.027
C -0.15014 0.99118 -1.86578 -0.033
C -1.27825 1.10240 -0.99657 -0.009
H -1.58215 2.30263 0.84470 -0.002
H 0.93388 3.15312 0.43553 0.002
H 1.85553 1.92294 -1.77245 -0.003
H -0.06141 0.34104 -2.72050 -0.001
H -2.20997 0.56764 -1.08183 0.000
C -1.75225 -2.49106 -0.78214 0.001
C -0.27792 -2.66026 -0.57164 -0.011
C 0.36283 -3.88122 -0.66740 0.010
C 1.73258 -3.94499 -0.39553 -0.004
C 2.44861 -2.82256 -0.05186 0.016
C 1.75339 -1.59954 -0.00759 -0.016
N 0.42677 -1.57633 -0.24942 -0.024
N 2.15086 -0.34108 0.23353 0.012
Si 3.72830 0.16900 0.76302 0.003
C 5.01888 -0.32645 -0.50565 -0.001
C 4.11807 -0.64138 2.41231 0.003
C 3.75287 2.03016 0.88281 0.002
H -2.27620 -3.42831 -0.60502 0.000
H -1.96287 -2.17500 -1.80646 0.000
H -2.13837 -1.73456 -0.10000 0.000
H -0.20231 -4.76696 -0.91859 0.001
H 2.23962 -4.90070 -0.44649 0.000
H 3.50423 -2.86807 0.17413 0.001
H 5.03061 -1.39470 -0.72621 0.000
H 6.01420 -0.04887 -0.14846 0.000
H 4.84518 0.20520 -1.44498 0.000
H 4.89319 -1.40591 2.32632 0.000
H 3.22397 -1.11322 2.82561 0.000
H 4.46324 0.09930 3.13647 0.001
H 3.20465 2.48779 0.05793 -0.001
H 4.78456 2.38574 0.83207 0.000
H 3.30143 2.38108 1.81081 -0.001
O -0.20431 -0.22060 1.87433 -0.021
C 0.35532 0.44056 2.82411 0.016
O 1.11614 1.38771 2.68650 0.002
C 0.00980 -0.05792 4.20713 0.003
C -0.77245 -1.19007 4.38365 0.002
C -1.05037 -1.61469 5.66950 -0.001
C -0.58306 -0.95757 6.78962 0.000
C 0.18719 0.16811 6.57463 -0.001
C 0.49486 0.63146 5.31000 0.000
N 0.70218 0.89904 7.75120 0.000
O 0.47408 0.42607 8.84491 0.000
O 1.27099 1.95038 7.54843 0.000
N -1.88416 -2.82002 5.85857 0.000
O -2.35106 -3.33588 4.86460 0.000
O -2.10324 -3.17447 6.99746 0.000
H -1.15318 -1.73030 3.53045 -0.001
H -0.80698 -1.30835 7.78479 0.000
H 1.10606 1.51090 5.16957 0.000
```